Record 1
{
  "formula": "C33H51N7O3S2",
  "method": "the ωB97M-V functional and the def2-TZVPD basis",
  "symbols": ["S", "S", "O", "O", "O", "N", "N", "N", "N", "N", "N", "N", "C", "C", "C", "C", "C", "C", "C", "C", "C", "C", "C", "C", "C", "C", "C", "C", "C", "C", "C", "C", "C", "C", "C", "C", "C", "C", "C", "C", "C", "C", "C", "C", "C", "H", "H", "H", "H", "H", "H", "H", "H", "H", "H", "H", "H", "H", "H", "H", "H", "H", "H", "H", "H", "H", "H", "H", "H", "H", "H", "H", "H", "H", "H", "H", "H", "H", "H", "H", "H", "H", "H", "H", "H", "H", "H", "H", "H", "H", "H", "H", "H", "H", "H", "H"],
  "xyz": [[-3.3974, 1.8336, 2.7574], [4.5658, 1.6837, -1.4070], [5.3847, 1.3914, -0.1184], [-4.8432, 2.2855, 2.9993], [0.2298, -1.8468, -2.8484], [-0.5277, 5.1885, -0.9087], [0.2645, 0.9616, 0.5496], [2.2316, -2.2625, -2.1741], [3.5857, -0.6288, 1.3131], [-4.5421, -0.4708, -1.4745], [0.9629, -1.0886, 2.8790], [-1.0652, -0.9622, 0.3662], [1.8738, -3.1972, -1.2814], [-1.5545, 3.2061, -1.3037], [-0.6776, -1.9890, 1.2666], [-2.4054, -0.9527, 0.1089], [-3.0900, 2.2446, 1.0009], [3.0475, -2.3930, 2.4580], [0.9049, 1.1243, 2.8172], [-3.2348, -0.0257, 2.8923], [4.1410, -3.2731, -1.4829], [-0.7779, -2.0206, -1.8863], [-2.3961, 4.2820, -1.7522], [2.4471, -2.4233, 1.2161], [-3.3373, 1.2924, -1.0167], [-2.9247, -1.9030, 1.0445], [3.7961, -1.3291, 2.5179], [-0.2988, -0.6909, 3.3049], [1.6994, -0.0061, 2.5838], [-0.4000, 0.6856, 3.0943], [2.9935, -1.4033, 0.4466], [-0.4791, 3.8590, -0.7147], [0.5780, -0.2452, -1.2473], [3.6137, -2.1990, -2.2544], [1.0949, -0.0902, 0.0160], [-3.6208, -0.2959, -2.4999], [4.2858, -0.0400, -2.0800], [-0.7521, 1.2266, -0.2883], [-1.6942, 5.4871, -1.4916], [-2.8353, 0.7391, -2.1465], [-0.5377, 0.5248, -1.4356], [3.0083, -3.8199, -0.8225], [2.8010, 1.9647, -0.8068], [-1.8984, -2.3342, 1.8491], [-4.3496, 0.4512, -0.5197], [-1.9320, 6.5352, -1.5975], [4.0735, -1.5250, -2.9620], [2.6910, -0.9680, -0.4944], [-2.9606, -0.4514, -0.6701], [0.8741, -3.3653, -0.9087], [0.3292, 1.2766, 1.5071], [-2.1847, 1.7971, 0.5907], [-4.9339, 0.5501, 0.3831], [5.1600, -3.6298, -1.4557], [-1.8510, 2.1678, -1.3238], [1.7352, -3.0876, 0.7488], [2.9514, -4.5863, -0.0636], [-1.4877, 1.9313, 0.0703], [2.4424, 1.1816, -0.1388], [-3.9879, 1.9413, 0.4625], [4.3551, -0.8863, 3.3290], [-0.3848, -0.5193, -0.2346], [-1.1529, 1.4289, 3.3111], [-0.6799, -1.5961, -0.8871], [-3.7213, -0.3693, 3.8052], [3.8373, 0.2837, 0.9607], [2.8932, 2.8370, -0.1597], [0.3589, -2.2534, 1.4154], [-3.0362, 3.3189, 0.8243], [0.1701, 5.8606, -0.6234], [2.0856, 2.2366, -1.5830], [1.5663, -1.7002, -2.6852], [-0.9473, -3.0466, -1.5596], [-3.4920, -0.6167, 2.0133], [-1.0786, -1.4335, 3.3878], [-0.8886, 0.8399, -2.4071], [1.2844, 2.1278, 2.6932], [-3.9300, -2.2746, 1.1778], [-2.1801, -0.2496, 3.0525], [5.2211, -0.5989, -2.1116], [-5.2070, -1.2306, -1.4478], [0.3985, 3.5290, -0.1786], [-2.0628, -3.0198, 2.6673], [-3.4289, 4.1646, -2.0454], [-1.6708, -1.6337, -2.3772], [-1.9961, 1.1977, -2.6484], [-3.4842, -1.0147, -3.2943], [3.6075, -0.6679, -1.5023], [-3.0317, 2.1891, -0.4981], [1.2767, -2.0376, 2.7340], [1.9403, -0.5602, 0.4964], [2.6503, -0.2812, 2.1518], [2.9207, -3.0734, 3.2871], [0.0667, -2.5362, -3.4963], [3.9271, -0.0343, -3.1092], [1.0238, -0.6878, -2.1259]],
  "lowdin_charge": [0.91, 0.93, -0.59, -0.58, -0.15, 0.02, 0.12, 0.01, 0.03, 0.05, 0.03, -0.06, -0.16, -0.16, -0.05, -0.10, -0.29, -0.10, -0.13, -0.21, -0.02, -0.12, -0.03, -0.13, -0.23, -0.14, -0.09, -0.09, -0.10, -0.11, -0.22, -0.11, -0.15, -0.20, -0.11, -0.07, -0.29, -0.18, -0.12, -0.14, -0.11, -0.13, -0.23, -0.15, -0.12, 0.11, 0.07, 0.10, 0.04, 0.11, 0.02, -0.01, 0.15, 0.10, 0.01, 0.09, 0.11, 0.03, 0.01, 0.03, 0.15, -0.03, 0.05, 0.02, 0.08, 0.14, 0.05, 0.09, 0.11, 0.16, 0.07, 0.03, 0.12, -0.01, 0.08, 0.12, 0.13, 0.12, -0.02, 0.08, 0.17, 0.11, 0.12, 0.10, 0.09, 0.10, 0.13, 0.00, 0.02, 0.09, 0.02, -0.02, 0.14, 0.15, 0.07, 0.11],
  "homo_energy_ev": -6.8,
  "total_energy_ha": -2691.9708,
  "lumo_energy_ev": 0.17
}

***

Record 2
{
  "formula": "C33H51N9NaO2",
  "method": "the ωB97M-V functional and the def2-TZVPD basis",
  "symbols": ["Na", "O", "O", "N", "N", "N", "N", "N", "N", "N", "N", "N", "C", "C", "C", "C", "C", "C", "C", "C", "C", "C", "C", "C", "C", "C", "C", "C", "C", "C", "C", "C", "C", "C", "C", "C", "C", "C", "C", "C", "C", "C", "C", "C", "C", "H", "H", "H", "H", "H", "H", "H", "H", "H", "H", "H", "H", "H", "H", "H", "H", "H", "H", "H", "H", "H", "H", "H", "H", "H", "H", "H", "H", "H", "H", "H", "H", "H", "H", "H", "H", "H", "H", "H", "H", "H", "H", "H", "H", "H", "H", "H", "H", "H", "H", "H"],
  "xyz": [[0.0913, -0.4709, -0.0235], [-2.5098, -2.1769, -2.3668], [-1.4345, -1.8482, -0.4602], [2.3665, -0.7039, -0.7086], [0.8442, 2.8474, 0.2584], [-2.2345, -4.7965, -2.3994], [-1.2120, -2.5131, 3.0831], [0.7227, -1.9087, -2.8377], [-2.4408, 0.6674, 2.1181], [0.4127, 1.0292, -1.9542], [1.5074, 0.2476, 2.0662], [-4.1835, 2.3102, 3.0127], [-0.0638, -3.3004, 3.5519], [1.2548, -3.0438, -3.2994], [1.8650, 1.2809, -2.0533], [-2.8663, 2.6257, 3.5743], [-4.1182, 2.4032, 1.5514], [-1.8680, -2.6114, -1.3002], [-3.0545, 1.4074, 1.0088], [1.4238, -1.2610, 4.0149], [-1.8141, 1.6054, 3.0536], [4.4573, -1.8648, -0.8751], [-3.4954, -0.0645, 2.8317], [-4.5489, 0.9381, 3.3902], [1.2506, -2.5816, 3.2474], [0.5445, -0.9001, -3.6886], [0.8488, -1.0214, -5.0421], [4.0111, 0.0085, -2.2851], [0.3176, 4.8354, 1.4957], [-2.7286, -4.6260, -0.0531], [2.2440, -0.2225, 3.2512], [2.7658, 0.1243, -1.6783], [-3.3062, -5.7703, -2.0560], [-1.7731, -4.1292, -1.1678], [1.3683, -2.2128, -5.5189], [-3.1675, -6.0019, -0.5569], [1.0456, 3.6796, 1.2937], [4.8695, -0.9974, -1.8773], [1.5922, -3.2496, -4.6264], [-0.6797, 5.1457, 0.5808], [-0.2797, 2.3248, -1.8860], [-0.0816, 0.3980, -3.2085], [3.2011, -1.6759, -0.3271], [-0.8864, 4.3041, -0.4947], [-0.0955, 3.1637, -0.6301], [-5.1107, 2.1845, 1.1514], [-2.2622, 1.9308, 0.4737], [0.6864, -0.1866, -5.7142], [2.1230, 1.6404, -3.0598], [-2.9415, 2.6002, 4.6632], [-2.6270, -2.9943, -2.9119], [-5.5452, 0.7308, 2.9962], [2.1030, 2.0776, -1.3553], [-1.2454, -2.4711, 2.0708], [-1.3479, 2.1587, -2.0295], [-1.0003, 2.1129, 2.5368], [0.0496, 1.1184, -4.0266], [-4.6044, 0.8906, 4.4788], [1.8313, 3.3929, 1.9886], [4.3029, 0.7013, -3.0678], [-3.8721, 3.4348, 1.2830], [-3.2087, -6.6763, -2.6482], [-3.5912, -3.9580, 0.0282], [-0.1618, -3.4205, 4.6343], [-1.3850, 1.0198, 3.8716], [-3.9490, -0.7715, 2.1319], [1.6145, -2.3246, -6.5679], [2.8393, -2.3338, 0.4617], [-0.7421, -4.3697, -0.9129], [-4.2802, -5.3310, -2.2772], [-2.3897, -6.7431, -0.3566], [-1.4731, -5.2379, -2.8910], [0.0470, 2.9511, -2.7294], [-2.6071, 3.6469, 3.2828], [0.4308, -0.8396, 4.2117], [2.0790, -3.2555, 3.4748], [5.0952, -2.6681, -0.5270], [-3.0211, -0.6374, 3.6292], [0.5165, 5.4675, 2.3530], [-1.2844, 6.0386, 0.7036], [1.9003, -1.4479, 4.9796], [1.2802, -2.3675, 2.1725], [-3.5007, 0.6793, 0.3257], [-4.0969, -6.3424, -0.1010], [2.5120, 0.5930, 3.9242], [-2.0862, -2.9154, 3.3909], [-1.1574, 0.2255, -3.1034], [2.0526, 0.9082, 1.5235], [-2.2266, -4.6531, 0.9129], [5.8468, -1.1043, -2.3337], [2.0203, -4.1903, -4.9504], [-0.0285, -4.3064, 3.1241], [-1.6447, 4.5276, -1.2371], [1.4241, -3.8257, -2.5586], [0.6719, 0.7471, 2.3749], [3.1764, -0.6754, 2.9026]],
  "lowdin_charge": [0.34, 0.14, 0.03, 0.08, 0.10, -0.02, 0.02, 0.13, -0.15, -0.14, 0.01, -0.16, -0.28, -0.13, -0.12, -0.15, -0.15, -0.49, -0.15, -0.20, -0.16, -0.05, -0.16, -0.15, -0.20, -0.26, -0.01, -0.01, -0.06, -0.11, -0.26, -0.26, -0.17, -0.23, -0.05, -0.16, -0.13, -0.05, -0.05, -0.05, -0.14, -0.12, -0.12, -0.03, -0.27, 0.12, 0.09, 0.12, 0.13, 0.12, 0.12, 0.11, 0.11, 0.04, 0.13, 0.08, 0.12, 0.12, 0.11, 0.12, 0.11, 0.12, 0.13, 0.12, 0.11, 0.11, 0.11, 0.10, 0.15, 0.12, 0.12, 0.12, 0.14, 0.11, 0.10, 0.11, 0.11, 0.09, 0.11, 0.12, 0.11, 0.08, 0.12, 0.12, 0.11, 0.07, 0.13, 0.05, 0.11, 0.11, 0.11, 0.10, 0.12, 0.11, 0.05, 0.11],
  "total_charge": 1,
  "homo_energy_ev": -9.6,
  "total_energy_ha": -2093.5565,
  "lumo_energy_ev": -1.82
}

***

Record 3
{
  "formula": "C33H52BN4NiSSe2",
  "method": "the ωB97M-V functional and the def2-TZVPD basis",
  "symbols": ["Se", "Se", "Ni", "S", "N", "N", "N", "N", "C", "C", "C", "C", "C", "C", "C", "C", "C", "C", "C", "C", "C", "C", "C", "C", "C", "C", "C", "C", "C", "C", "C", "C", "C", "C", "C", "C", "C", "C", "C", "C", "C", "B", "H", "H", "H", "H", "H", "H", "H", "H", "H", "H", "H", "H", "H", "H", "H", "H", "H", "H", "H", "H", "H", "H", "H", "H", "H", "H", "H", "H", "H", "H", "H", "H", "H", "H", "H", "H", "H", "H", "H", "H", "H", "H", "H", "H", "H", "H", "H", "H", "H", "H", "H", "H"],
  "xyz": [[-2.2776, -1.6442, 0.3415], [-0.8798, 0.3232, 2.6975], [0.1046, -0.1866, -0.1184], [-0.9874, 1.5935, -0.8609], [1.0283, 3.3133, -0.2401], [-0.8881, 3.8049, 0.6542], [2.5044, 0.3521, -2.0018], [3.0796, -0.5322, 0.0227], [-0.3139, -1.5601, -2.8596], [3.3068, 3.0654, -2.7846], [3.3625, -0.4912, 2.4740], [2.0230, -2.2275, -3.5336], [4.6065, 1.5800, 1.5098], [3.0925, -2.5676, 3.7100], [2.8384, -3.4106, 0.0188], [3.8608, -0.0170, -2.0090], [2.9293, -3.2634, 2.5248], [-1.3042, -2.3986, 1.8662], [2.8843, 4.5325, -2.6253], [3.1314, -1.2083, 1.2885], [1.9403, 0.9190, -3.2005], [-0.1819, -1.4310, 2.1605], [-0.5571, 0.0384, 4.5972], [0.8357, 2.0739, -5.4775], [0.5673, 0.7541, -5.1603], [4.1977, -0.5424, -0.8254], [3.3261, -1.2023, 3.6740], [3.8123, -4.5911, 0.0009], [1.3396, 4.5193, 0.5322], [-0.2336, 2.9381, -0.1109], [3.6801, 0.9991, 2.5791], [2.2801, 2.2387, -3.5462], [2.9652, -2.6031, 1.2997], [1.4047, -3.8825, -0.2239], [0.8198, -1.3415, -3.8531], [-2.3931, -3.2799, -0.7039], [2.4219, 1.8538, 2.7113], [1.1234, 0.1426, -4.0403], [-0.0492, 4.9322, 1.0697], [1.7052, 2.7975, -4.6854], [4.6674, 3.0385, -3.4913], [1.9603, 0.0041, -0.7136], [-0.0571, -1.0705, -1.9173], [-0.9306, -3.3753, 1.5633], [0.3941, 2.5255, -6.3582], [4.2123, 1.0860, 3.5295], [1.8313, 4.6424, -2.3598], [-0.8944, 0.9381, 5.1066], [3.0400, 5.0840, -3.5543], [-1.2360, -1.0782, -3.1945], [3.4475, 2.6210, -1.7935], [4.9941, 2.5402, 1.8587], [-2.8401, -3.0257, -1.6612], [1.7035, 2.7354, -0.7183], [4.4634, 0.1025, -2.8945], [1.9542, 3.8160, -4.9620], [4.5666, 3.4520, -4.4975], [5.0767, 2.0341, -3.5845], [0.7265, -3.0339, -0.3697], [3.1093, -2.7625, -0.8081], [2.7913, -4.3395, 2.5460], [2.0416, 4.2907, 1.3312], [1.7548, -3.2752, -3.6958], [1.8098, 1.5454, 3.5589], [3.5436, -5.3509, 0.7397], [1.0362, -4.4803, 0.6160], [3.5082, -0.6666, 4.6001], [5.4609, 0.9323, 1.3076], [2.8739, -1.9958, -4.1768], [0.4809, -1.4021, 1.2631], [4.0859, 1.7506, 0.5655], [1.3524, -4.4999, -1.1249], [-0.4000, 5.8587, 0.6188], [-1.1262, -0.8139, 4.9597], [0.5142, -1.7391, 2.9403], [2.7074, 2.9006, 2.8640], [1.7712, 5.2835, -0.1057], [-1.9688, -2.5131, 2.7175], [-1.8770, 3.7160, 0.8158], [-3.0405, -3.9761, -0.1781], [1.8013, 1.7777, 1.8171], [5.1488, -0.9362, -0.5006], [-1.4080, -3.7113, -0.8573], [4.8323, -4.2656, 0.2127], [3.5001, 5.0203, -1.8664], [-0.0747, 0.1666, -5.8079], [0.5087, -0.1029, 4.7670], [3.0755, -3.0907, 4.6588], [-0.5068, -2.6175, -2.6763], [5.3910, 3.6504, -2.9475], [2.3482, -2.1248, -2.5011], [-0.0551, 5.0416, 2.1511], [3.8044, -5.0705, -0.9805], [0.4541, -1.6749, -4.8267]],
  "lowdin_charge": [0.98, 0.92, 0.03, 0.76, 0.06, 0.05, 0.06, 0.04, -0.06, -0.37, -0.11, -0.04, -0.05, -0.07, -0.36, -0.07, -0.03, -0.50, -0.08, -0.12, -0.11, -0.58, -0.37, -0.05, -0.03, -0.07, -0.04, -0.05, -0.10, -0.75, -0.34, -0.13, -0.13, -0.05, -0.34, -0.37, -0.07, -0.12, -0.09, -0.03, -0.04, -0.45, 0.00, 0.06, 0.11, 0.13, 0.07, 0.03, 0.08, 0.10, 0.11, 0.09, 0.03, 0.10, 0.13, 0.11, 0.09, 0.06, 0.05, 0.10, 0.12, 0.10, 0.09, 0.06, 0.08, 0.09, 0.12, 0.09, 0.09, 0.01, 0.06, 0.09, 0.12, 0.03, 0.07, 0.08, 0.11, 0.07, 0.15, 0.03, 0.04, 0.14, 0.00, 0.09, 0.08, 0.12, 0.01, 0.11, 0.08, 0.09, 0.05, 0.12, 0.09, 0.13],
  "total_charge": 1,
  "homo_energy_ev": [-10.5, -10.5],
  "total_energy_ha": -8241.7464,
  "lumo_energy_ev": [-3.29, -2.87]
}